A 4-piece molecular cluster, C3H12O3 overall in a non-equilibrium geometry. Source: the Open Molecules 2025 dataset; level of theory: wB97M-V/def2-TZVPD.

Geometry as XYZ:
```
18
Properties=species:S:1:pos:R:3:forces:R:3:mulliken_spin:R:1
C 0.0196 -2.2468 0.9918 -0.2 -0.4 0.1 1.440
C -0.8785 -1.1686 1.4869 -0.2 -0.1 0.4 -0.271
C -0.5633 -0.2152 2.3557 -0.4 0.1 0.2 0.256
H -0.1632 -3.1949 1.5018 0.1 0.0 0.5 -0.150
H -0.2225 -2.5559 -0.0276 0.3 0.5 -0.3 -0.273
H 1.0559 -1.9338 1.0959 0.1 -0.3 -0.2 -0.377
H -1.9092 -1.2292 1.1492 0.0 0.3 -0.2 -0.133
H -1.2807 0.5539 2.6152 -0.2 -0.1 0.0 -0.020
H 0.3596 -0.1351 2.9147 0.4 -0.1 -0.5 -0.069
H -1.4318 2.5142 0.4867 1.1 0.4 0.0 -0.029
H -0.0507 2.1530 -0.0540 0.1 0.0 0.1 -0.088
O -0.4995 2.8392 0.4626 -1.2 -0.4 -0.1 0.227
H -0.5818 -0.9334 -1.8986 0.3 0.3 -0.1 -0.019
H 0.0894 0.4567 -2.1482 -0.3 -0.6 0.1 -0.064
O -0.6399 -0.1284 -2.4435 -0.2 0.4 0.0 0.144
H 1.9388 0.5036 -2.7509 0.2 -0.4 0.0 -0.247
H 2.2646 -0.3317 -1.4540 -0.1 0.0 -0.3 -0.139
O 2.1975 0.5754 -1.8187 0.0 0.5 0.3 0.813
```
Forces are in eV/Å.

Values from the calculation:
F_max, eV Å⁻¹: 1.23
Net charge: -1
Energy relative to the best compared isomer or geometry (same formula, charge and spin), kJ/mol: 63.0
Total energy, Eh: -347.150650
2S+1: 2
Gap between HOMO and LUMO (alpha / beta), eV: 3.10 / 10.11